1.
{"formula": "C36H46N2O6", "method": "the ωB97M-V functional and the def2-TZVPD basis", "species": ["H", "H", "H", "C", "C", "H", "H", "H", "C", "O", "O", "H", "C", "C", "H", "H", "C", "H", "H", "H", "N", "O", "H", "H", "H", "C", "H", "H", "C", "H", "H", "O", "C", "C", "C", "N", "C", "C", "H", "H", "C", "H", "C", "C", "H", "C", "H", "C", "C", "C", "C", "C", "C", "C", "C", "H", "C", "C", "H", "H", "H", "H", "H", "H", "H", "H", "C", "C", "C", "H", "H", "H", "O", "H", "C", "H", "O", "C", "C", "H", "C", "H", "H", "H", "H", "H", "H", "C", "C", "H"], "xyz": [[-1.760346, -3.495318, 4.532234], [-2.074078, -2.509574, 5.980533], [0.800129, -0.611580, -3.030381], [-0.431031, 1.454004, 2.726733], [0.941022, 5.833777, -2.350710], [3.865657, 2.194042, -4.523359], [1.102640, -2.117864, 7.351085], [1.947647, -6.329441, -2.466409], [0.867102, 0.657527, 2.838454], [-1.341672, 4.853277, -2.260381], [0.040139, -3.089165, 2.400947], [-3.280522, -3.748919, -0.976430], [0.886753, -2.676355, -1.484911], [-1.514130, -1.327515, 2.833748], [-0.949906, 1.460510, 3.696767], [-0.194753, -1.060064, 6.785372], [1.089336, -4.462430, -3.153754], [-1.095477, -1.066590, -4.810463], [1.725505, -3.141605, 0.454387], [-2.997343, 1.505438, -5.624700], [-1.613396, 0.855554, -4.112438], [-1.542892, -2.530479, 0.852612], [2.605520, -0.930158, 6.245187], [2.479457, -5.426427, -0.190411], [3.662748, 4.302562, -3.773506], [0.001475, -2.896169, 5.649435], [0.251387, -2.517240, -3.562882], [2.986805, 1.323163, -5.810723], [-1.765272, 5.672365, -1.150076], [-2.798321, 5.369339, -0.982487], [2.778852, 0.636902, 3.812085], [1.795841, 2.479617, -4.669884], [-2.196489, -3.739000, -1.125140], [-1.498781, -3.823773, 0.210159], [1.317945, 0.568083, 5.393183], [-0.682313, 2.782965, -3.725225], [-2.264103, -0.247279, 2.133118], [-2.218653, 1.785157, -4.944634], [-1.719966, 6.738509, -1.408948], [-0.181542, 2.498930, 2.476596], [1.666430, -0.912715, 5.665628], [-1.929076, -4.614687, -1.725013], [-0.099726, 1.011485, -2.073091], [0.317894, -0.399455, -2.070352], [-2.830750, -0.668159, -4.744288], [2.627050, 4.474438, -3.481192], [0.233182, 0.724178, 5.507806], [3.083003, 2.269990, -5.285009], [-1.876857, -0.562494, -4.217629], [-0.047598, 4.878698, -2.670604], [-1.406078, -2.642776, 5.118965], [2.258455, 5.596099, -2.741222], [1.679383, -5.301824, -2.204756], [-1.548502, -1.376012, 4.281058], [1.574220, -3.514509, -0.565242], [1.815770, 1.171149, 6.171284], [-1.655606, 2.979884, -4.697140], [1.965711, -4.806850, -0.927352], [3.029363, 6.305650, -2.449597], [-3.023871, 0.157594, 2.820890], [0.918693, -4.814780, -4.175058], [3.320377, 3.074513, -5.991508], [-0.035345, -3.772773, 6.310496], [-1.996798, -4.556648, 0.857651], [-1.943413, -2.843204, -1.700099], [1.417310, 0.787290, 1.894057], [0.719489, -3.161774, -2.809670], [0.611029, -1.722366, 6.448355], [0.323393, 3.758041, -3.406487], [-0.452248, -4.128598, 0.100996], [-2.021276, 1.712347, 1.278996], [-0.782558, 0.593207, 0.757037], [-1.774045, -0.330307, 4.918850], [1.895005, -1.418228, 4.715585], [-0.703617, 1.482939, -3.330697], [0.090882, -1.165220, -0.054341], [0.025890, 1.808234, -1.124081], [1.628955, 3.560463, -3.864140], [-1.370102, 0.900007, 1.636724], [-1.959849, -1.039678, -3.233313], [0.339117, -1.361058, -1.096466], [0.663292, 6.714301, -1.774676], [-1.166556, 5.471570, -0.251439], [0.639090, -0.419049, 2.893332], [0.640257, -3.163362, 4.799833], [-2.787354, -0.703096, 1.284038], [-1.839979, 3.940785, -5.127428], [-0.920018, -2.401090, 2.061718], [1.782396, 1.055484, 4.002648], [1.880614, 2.147588, 4.031161]], "forces_ev_per_angstrom": [[0.2, -0.1, 0.1], [0.0, 0.1, -0.3], [-0.4, -0.4, 0.1], [0.0, 0.2, -0.1], [-0.6, -0.4, 0.0], [-0.1, 0.0, -0.1], [-0.2, 0.0, -0.2], [-0.1, 0.4, 0.1], [0.2, -0.3, -0.1], [0.3, 0.5, 0.1], [0.0, -0.8, -0.6], [0.1, 0.1, -0.1], [0.5, -1.1, -0.3], [0.3, -2.0, 0.5], [0.0, -0.1, -0.3], [0.1, -0.1, 0.0], [0.1, 0.2, 0.0], [-0.3, 0.3, 0.3], [-0.1, -0.3, -0.3], [-0.1, -0.1, -0.1], [0.4, 0.8, 0.3], [-0.3, -1.1, -1.7], [-0.2, 0.0, -0.3], [-0.2, 0.1, -0.2], [-0.3, 0.2, 0.1], [0.2, -0.2, 0.2], [0.1, -0.4, 0.3], [0.1, 0.1, 0.0], [0.2, 0.0, -0.3], [0.1, 0.1, 0.1], [0.0, 0.2, 0.0], [0.5, 0.0, 0.0], [-0.5, -0.2, -0.1], [0.7, 0.5, 0.7], [-0.1, 0.1, 0.0], [-0.5, -0.5, -0.4], [-0.1, 0.2, 0.0], [0.3, -0.5, 0.4], [0.0, -0.2, 0.1], [0.0, -0.1, 0.1], [0.2, 0.2, 0.0], [-0.1, 0.1, 0.0], [1.2, 0.2, 3.6], [0.3, -0.2, 0.2], [0.2, -0.1, 0.2], [-0.3, -0.4, -0.4], [0.3, -0.1, -0.1], [-0.3, 0.1, 0.4], [-0.4, -0.9, 0.0], [0.3, 0.0, 0.8], [-0.1, 0.0, -0.3], [-0.2, -0.1, 0.0], [0.2, 0.2, 0.1], [0.5, 0.8, -0.8], [-0.4, 0.6, -0.3], [-0.2, 0.0, -0.2], [0.8, -0.2, 0.5], [-0.1, 0.3, -0.1], [-0.2, -0.1, -0.1], [0.3, 0.0, -0.2], [0.0, 0.1, 0.4], [-0.1, -0.1, 0.2], [-0.1, 0.0, -0.2], [0.1, 0.1, -0.1], [0.1, -0.1, 0.2], [0.0, 0.0, 0.0], [0.0, 0.0, 0.5], [0.2, -0.1, 0.0], [0.0, 0.0, 0.1], [-0.5, -0.1, 0.1], [0.1, 0.0, 0.0], [-0.1, 0.0, 0.3], [-0.5, 0.1, 0.4], [-0.2, 0.1, 0.1], [-1.0, 1.6, -1.5], [-0.2, -0.1, -0.3], [-0.5, -1.4, -2.5], [0.2, 0.4, 0.0], [-0.3, 0.3, 0.2], [0.1, 0.2, -0.3], [1.2, 1.2, -1.2], [0.2, -0.2, -0.1], [-0.1, 0.0, -0.3], [0.1, 0.4, 0.1], [0.0, 0.1, 0.2], [-0.1, 0.3, 0.0], [0.1, 0.2, -0.1], [-0.8, 1.7, 2.3], [-0.2, -0.1, 0.3], [0.1, 0.0, -0.1]], "homo_lumo_gap_ev": 3.242, "multiplicity": 1, "homo_ev": -4.981, "lumo_ha": -0.0639}

---

2.
{"formula": "C36H46N5O7SSn", "method": "the ωB97M-V functional and the def2-TZVPD basis", "species": ["C", "C", "H", "C", "H", "H", "C", "H", "C", "H", "C", "H", "C", "C", "C", "H", "O", "C", "C", "N", "H", "O", "O", "H", "O", "H", "C", "H", "H", "H", "H", "H", "C", "H", "H", "N", "C", "H", "H", "H", "H", "H", "H", "O", "C", "H", "H", "H", "C", "C", "H", "C", "H", "C", "C", "H", "H", "C", "H", "H", "C", "S", "H", "H", "C", "H", "C", "C", "C", "C", "H", "H", "H", "C", "H", "H", "H", "C", "Sn", "C", "N", "H", "O", "N", "C", "C", "C", "H", "C", "H", "N", "C", "O", "C", "H", "H"], "xyz": [[-1.183370, -0.212770, 2.161178], [5.005257, 0.731821, 3.435646], [-6.071339, -4.729804, 1.029625], [-3.334647, -4.504966, 0.310393], [3.518863, 0.542867, -0.631295], [1.150168, -3.101291, -3.998064], [4.324286, 0.284747, -2.688798], [5.841240, 2.013185, 6.495106], [-1.888709, -3.026265, -5.512667], [-0.916988, 4.448925, 1.494808], [5.270934, 1.787790, 5.562816], [-3.757850, 2.003941, -2.320616], [1.984717, -2.287116, 1.825892], [5.722941, 0.855953, 4.614055], [-4.253404, -2.289291, 0.169661], [3.339097, 2.407173, -3.353001], [2.236750, 1.165694, -2.144230], [3.282136, 1.194366, 1.842138], [3.267963, 2.150786, 4.218897], [-0.695995, 3.075913, -0.184088], [-2.785722, -4.780084, 1.212494], [-3.253430, -1.831708, -0.471710], [0.039172, -1.494895, -2.211794], [-6.269783, -1.732074, 0.029607], [6.706764, 0.256098, 1.495229], [4.225264, 0.719105, -4.807934], [0.287868, -1.203115, 3.806435], [1.595861, -2.111269, 5.210567], [0.503458, 4.814930, -0.283853], [-0.452810, -0.932782, 4.588570], [1.773603, 1.791341, -4.095977], [-1.835502, 0.057687, 3.067245], [-2.784954, 1.842911, -2.833971], [-3.639179, -1.954765, -4.792915], [-2.992995, 3.415371, 1.715980], [-2.159040, 0.552466, -2.416027], [-0.892315, 3.359991, 1.258057], [3.334650, -2.807529, 3.428497], [4.852445, 1.172734, -2.466249], [2.290234, 2.501681, 4.099230], [5.112240, -0.475962, -2.693213], [-6.105879, -3.091991, 1.616465], [-2.750625, 3.266365, -0.488617], [5.212236, -1.594789, 2.194669], [-2.617133, 1.392801, 1.162850], [-2.284496, -3.520684, -6.370957], [-1.806216, 4.618918, -1.012002], [2.590626, -2.571134, 0.955568], [2.606199, 1.577425, -3.434511], [-1.918580, -1.504743, -3.635029], [0.012061, 2.974913, 1.731014], [-1.841146, 3.019728, -2.465625], [2.644937, -0.764162, -1.655337], [-1.836605, 3.527525, -0.974813], [-2.588171, -2.191682, -4.648145], [-2.109484, 3.838016, -3.173541], [-5.092651, -0.351850, -0.077852], [-5.492974, -3.984001, 1.506723], [-2.935002, 1.764512, -3.960417], [1.402700, 3.237953, 0.066461], [-0.581419, -3.402211, -5.220501], [5.441312, -0.166508, 2.038698], [-1.974412, 2.508437, 2.880929], [-3.442292, 0.862734, 1.708976], [-0.505657, -1.867224, -3.297559], [2.992695, -0.456572, -4.131595], [3.541585, 0.469669, -3.963915], [-2.653102, -0.526635, -2.938450], [0.761651, -1.567497, 1.467152], [-5.350892, -1.245904, 0.494254], [-3.727881, -0.655447, -3.017212], [-3.044652, 1.504770, 0.140313], [-5.141906, -4.361489, 2.529064], [1.418268, -1.903508, 4.168174], [-0.065601, -4.087922, -5.868386], [-3.781373, -5.414573, -0.121225], [-5.491993, -1.022681, 1.547339], [3.814521, 1.429371, 3.199405], [-0.302764, 0.501839, -0.942009], [3.172359, 0.203872, -1.656059], [-4.406206, -3.559382, 0.626822], [-0.866183, 2.702707, -2.765931], [2.196400, 1.625524, 1.424646], [-1.474866, 0.467832, 1.058884], [-0.120885, -1.066864, 2.477575], [0.597722, 3.735450, -0.492280], [4.033907, 2.366929, 5.338738], [0.695220, 3.656574, -1.586873], [0.090728, -2.825947, -4.124894], [3.611757, 2.920459, 6.123626], [4.199137, 0.491616, 1.079133], [2.369149, -2.330382, 3.145106], [0.606898, -1.332587, 0.228684], [-2.152024, 2.712683, 1.811810], [-2.724513, -4.083936, -0.476304], [6.677652, 0.401881, 4.611278]], "forces_ev_per_angstrom": [[-1.6, 2.2, -0.1], [-0.3, 1.0, 1.6], [-0.6, -1.0, -0.4], [-0.9, -0.5, -0.2], [-0.7, -0.9, -1.5], [-0.6, 0.2, 0.4], [-0.4, -1.1, 0.7], [-0.5, -0.3, -0.9], [-0.3, -0.5, 0.4], [-0.1, -0.3, -0.4], [0.5, -0.7, 0.1], [0.1, 0.0, -0.4], [-0.4, 0.9, 0.6], [-0.5, 1.2, -0.6], [2.1, 2.8, -0.4], [-0.9, 0.5, -0.2], [-0.7, 0.7, -0.6], [1.2, -1.3, -2.2], [0.9, -0.3, -0.3], [0.1, 1.0, 1.5], [0.2, 0.1, -0.2], [-2.6, -2.2, 1.5], [-0.3, 0.7, -0.7], [0.6, 1.1, 0.8], [0.4, -0.1, 0.5], [-0.9, 0.1, 0.3], [-0.6, -1.5, 1.6], [0.3, 0.1, 0.1], [0.2, -0.1, 0.2], [0.6, 0.1, -0.4], [-0.4, 0.2, 0.2], [0.6, -0.4, -1.0], [-0.1, -0.6, 0.8], [0.0, -0.1, -0.2], [0.1, 0.0, 0.3], [0.0, 0.6, -0.9], [0.0, -0.6, -0.6], [-0.9, 0.6, -0.2], [0.7, 1.3, 0.2], [-1.3, 0.8, 0.0], [-0.6, -0.4, 0.1], [-0.2, -0.4, 0.5], [-0.5, -0.2, 0.2], [0.6, 0.8, 0.4], [0.2, -1.1, -0.3], [-0.9, 0.0, -0.4], [-0.1, 0.4, 0.0], [-0.1, 0.1, 0.7], [1.9, -0.3, -0.8], [1.7, -1.6, 1.0], [-0.1, -0.2, 0.2], [-1.2, 0.2, -0.3], [0.4, 0.1, 0.3], [1.1, 0.5, -1.5], [0.4, -0.1, -0.7], [0.1, -0.3, 0.7], [-0.1, -0.2, 0.3], [1.2, 1.1, 0.9], [0.1, 0.4, 1.4], [-0.2, 0.2, -0.4], [0.7, 1.7, 1.6], [-2.5, 0.1, -3.4], [-0.2, 0.2, -0.3], [0.6, 0.8, 0.1], [-1.7, 0.4, 0.9], [-0.1, 0.0, -0.5], [0.3, 0.0, -0.1], [0.0, 0.8, -0.1], [1.0, 0.1, -0.9], [-0.6, -1.6, -1.6], [-0.6, 0.3, -0.5], [0.4, 0.1, 0.6], [-0.3, 0.6, -1.4], [0.4, 0.6, -0.9], [0.2, -0.2, -0.1], [0.0, 0.1, 0.3], [0.0, -0.1, 0.1], [0.8, -1.2, 0.6], [1.6, -1.4, 0.2], [1.2, 0.0, 0.8], [0.8, 0.0, -0.3], [0.9, -0.1, -0.1], [0.3, 0.1, 0.5], [-0.1, -1.3, 1.5], [1.1, 0.0, -1.1], [-1.2, -0.2, -1.4], [0.2, -0.3, 0.7], [0.7, -0.1, 0.4], [0.8, -1.3, -2.2], [-0.5, 1.0, 1.0], [0.2, -0.1, 2.4], [-0.8, -0.9, 0.1], [-0.6, 0.2, 0.2], [-1.0, -0.2, 0.3], [0.4, 0.3, 0.2], [0.9, -0.6, 0.6]], "homo_lumo_gap_ev": 6.229, "multiplicity": 1, "total_charge": -1, "homo_ev": -4.110, "lumo_ha": 0.0779}